No. 1
{"formula": "C21H21ClF3N3O2", "method": "the ωB97M-V functional and the def2-TZVPD basis", "de_lowest_kcal_mol": 2.99, "smiles": "O=C(CCNC(=O)c1ccccc1Cl)Nc1cc(C(F)(F)F)ccc1N1CCCC1", "species": ["O", "C", "C", "C", "N", "C", "O", "C", "C", "C", "C", "C", "C", "Cl", "N", "C", "C", "C", "C", "F", "F", "F", "C", "C", "C", "N", "C", "C", "C", "C", "H", "H", "H", "H", "H", "H", "H", "H", "H", "H", "H", "H", "H", "H", "H", "H", "H", "H", "H", "H", "H"], "coordinates": [[1.06, -0.04, 3.37], [0.23, 0.49, 2.66], [-1.15, 0.85, 3.21], [-2.33, 0.61, 2.26], [-2.26, -0.69, 1.62], [-2.01, -0.82, 0.29], [-1.86, 0.14, -0.44], [-1.99, -2.24, -0.17], [-3.02, -3.11, 0.21], [-3.04, -4.42, -0.24], [-2.03, -4.88, -1.06], [-1.00, -4.04, -1.44], [-0.99, -2.72, -1.01], [0.31, -1.69, -1.49], [0.43, 0.84, 1.36], [1.53, 0.56, 0.55], [2.49, -0.38, 0.88], [3.46, -0.73, -0.05], [4.48, -1.76, 0.33], [5.31, -1.33, 1.30], [5.26, -2.15, -0.69], [3.91, -2.88, 0.82], [3.47, -0.15, -1.31], [2.53, 0.81, -1.63], [1.57, 1.21, -0.70], [0.59, 2.15, -0.99], [0.20, 2.44, -2.35], [-1.07, 3.26, -2.12], [-0.74, 4.08, -0.86], [0.50, 3.40, -0.26], [-1.28, 0.27, 4.12], [-1.13, 1.91, 3.49], [-3.26, 0.68, 2.82], [-2.36, 1.34, 1.45], [-2.27, -1.51, 2.21], [-3.82, -2.74, 0.84], [-3.84, -5.07, 0.06], [-2.03, -5.90, -1.40], [-0.21, -4.39, -2.08], [-0.35, 1.20, 0.82], [2.46, -0.87, 1.84], [4.22, -0.44, -2.04], [2.55, 1.26, -2.61], [0.96, 3.04, -2.89], [0.02, 1.52, -2.90], [-1.89, 2.58, -1.92], [-1.32, 3.88, -2.97], [-1.58, 4.08, -0.16], [-0.52, 5.12, -1.11], [1.40, 4.01, -0.44], [0.42, 3.23, 0.82]], "nbo_charge": [-0.61, 0.69, -0.51, -0.23, -0.62, 0.67, -0.63, -0.11, -0.19, -0.22, -0.18, -0.23, -0.02, 0.04, -0.66, 0.20, -0.21, -0.16, 0.98, -0.33, -0.33, -0.33, -0.18, -0.26, 0.17, -0.45, -0.21, -0.40, -0.41, -0.21, 0.23, 0.23, 0.21, 0.23, 0.40, 0.22, 0.22, 0.22, 0.23, 0.44, 0.26, 0.23, 0.22, 0.16, 0.22, 0.22, 0.21, 0.21, 0.21, 0.17, 0.20]}

***

No. 2
{"formula": "C38H40AsN8O5Rb", "method": "the ωB97M-V functional and the def2-TZVPD basis", "charge": -2, "de_lowest_kcal_mol": 19.62, "species": ["Rb", "C", "C", "C", "C", "C", "C", "N", "N", "C", "C", "C", "C", "C", "C", "H", "H", "H", "H", "H", "H", "H", "H", "H", "O", "C", "O", "C", "O", "O", "C", "N", "C", "N", "C", "N", "C", "N", "C", "C", "H", "H", "H", "H", "H", "H", "H", "H", "H", "H", "H", "H", "O", "As", "C", "C", "C", "C", "C", "C", "C", "C", "C", "C", "C", "C", "C", "C", "C", "C", "C", "C", "H", "H", "H", "H", "H", "H", "H", "H", "H", "H", "H", "H", "H", "H", "H", "N", "N", "H", "H", "H", "H"], "coordinates": [[-0.58, 2.07, 1.08], [2.30, 2.78, 5.42], [2.41, 1.40, 5.48], [1.33, 0.60, 5.12], [0.15, 1.20, 4.71], [0.03, 2.58, 4.66], [1.11, 3.37, 5.01], [-0.90, 0.30, 4.27], [-1.69, 0.89, 3.51], [-2.76, 0.09, 2.93], [-3.20, -1.06, 3.60], [-4.21, -1.83, 3.05], [-4.77, -1.43, 1.84], [-4.31, -0.27, 1.23], [-3.28, 0.56, 1.72], [3.15, 3.40, 5.67], [3.34, 0.93, 5.78], [1.39, -0.48, 5.14], [-0.89, 3.02, 4.28], [1.04, 4.44, 4.91], [-2.78, -1.33, 4.56], [-4.56, -2.72, 3.57], [-5.57, -2.02, 1.39], [-4.82, 0.02, 0.30], [-0.09, 4.92, 1.88], [0.39, 4.63, 0.77], [-0.26, 4.27, -0.26], [1.92, 4.51, 0.65], [2.58, 5.48, 0.23], [2.37, 3.37, 1.00], [1.30, -2.36, 0.54], [1.28, -3.82, 0.33], [0.08, -4.14, -0.44], [-1.16, -3.72, 0.23], [-1.07, -2.26, 0.44], [0.10, -1.90, 1.24], [0.02, -2.58, 2.52], [-0.04, -4.05, 2.37], [1.16, -4.46, 1.64], [-1.20, -4.36, 1.54], [1.35, -1.86, -0.42], [2.18, -2.08, 1.12], [0.04, -5.22, -0.60], [0.14, -3.65, -1.41], [-1.98, -1.92, 0.95], [-0.99, -1.76, -0.52], [-0.87, -2.24, 3.06], [0.90, -2.32, 3.11], [1.13, -5.55, 1.50], [2.04, -4.21, 2.23], [-2.10, -4.02, 2.06], [-1.26, -5.45, 1.40], [0.27, 0.40, -0.79], [0.10, 0.67, -2.41], [-1.64, 0.16, -3.05], [-1.89, -0.07, -4.40], [-3.16, -0.44, -4.81], [-4.18, -0.58, -3.87], [-3.93, -0.36, -2.53], [-2.66, 0.02, -2.10], [1.35, -0.43, -3.37], [2.66, 0.01, -3.50], [3.62, -0.83, -4.07], [3.26, -2.09, -4.51], [1.95, -2.54, -4.37], [1.00, -1.71, -3.80], [0.44, 2.47, -2.97], [-0.28, 3.05, -4.01], [0.02, 4.35, -4.39], [1.02, 5.05, -3.73], [1.71, 4.48, -2.68], [1.42, 3.18, -2.29], [-1.10, 0.03, -5.13], [-3.36, -0.62, -5.86], [-5.17, -0.88, -4.19], [-4.71, -0.47, -1.80], [-2.47, 0.20, -1.05], [2.95, 0.99, -3.15], [4.64, -0.48, -4.15], [4.01, -2.74, -4.94], [1.68, -3.53, -4.70], [-0.02, -2.06, -3.68], [-1.08, 2.51, -4.50], [-0.55, 4.82, -5.19], [1.22, 6.08, -4.01], [2.42, 5.05, -2.09], [1.91, 2.77, -1.42], [3.32, 0.71, 0.44], [3.27, 0.11, 1.75], [3.08, 1.71, 0.54], [2.54, 0.31, -0.08], [2.41, 0.40, 2.23], [4.02, 0.53, 2.28]], "mulliken_charge": [0.72, -0.44, -0.46, -0.31, 0.09, -0.10, -0.46, -0.31, -0.03, 0.08, -0.12, -0.63, -0.65, -0.76, -0.24, 0.33, 0.36, 0.37, 0.44, 0.32, 0.34, 0.35, 0.33, 0.57, -0.75, 0.30, -0.71, 0.77, -0.84, -0.79, -0.23, 0.15, -0.52, 0.05, 1.72, 0.82, -0.32, 0.06, -0.74, -0.76, -0.41, 0.26, 0.40, 0.12, -1.05, -0.97, -0.13, 0.05, 0.36, 0.35, 0.36, 0.35, 0.86, 0.87, 0.03, -0.26, -0.83, -0.70, -0.42, -0.40, 0.36, -0.34, -0.71, -0.47, -0.75, -0.20, 0.56, -0.47, -0.74, -0.64, -0.97, 0.06, 0.48, 0.38, 0.39, 0.32, 0.28, 0.26, 0.42, 0.36, 0.37, 0.37, 0.29, 0.36, 0.37, 0.39, 0.34, -0.66, -0.40, 0.54, 0.17, 0.10, 0.32]}

***

No. 3
{"formula": "C9H11NO", "method": "the ωB97M-V functional and the def2-TZVPD basis", "de_lowest_kcal_mol": 113.68, "smiles": "C=C1C=CC=C[C@H]1O/N=C\\C", "species": ["C", "C", "C", "C", "C", "C", "C", "O", "N", "C", "C", "H", "H", "H", "H", "H", "H", "H", "H", "H", "H", "H"], "coordinates": [[1.87, 0.50, 1.56], [1.09, 1.12, 0.67], [1.41, 2.26, -0.17], [0.52, 2.90, -0.92], [-0.91, 2.56, -0.94], [-1.35, 1.47, -0.30], [-0.35, 0.67, 0.52], [-0.13, -0.67, -0.02], [-0.83, -1.58, 0.77], [-0.86, -2.79, 0.43], [-0.57, -3.46, -0.86], [2.91, 0.63, 1.51], [1.51, -0.29, 2.26], [2.49, 2.60, -0.13], [0.94, 3.74, -1.46], [-1.49, 3.34, -1.59], [-2.30, 1.04, -0.23], [-1.05, 0.38, 1.41], [-1.36, -3.50, 1.06], [-1.51, -4.06, -1.28], [0.30, -4.09, -0.72], [-0.33, -2.76, -1.55]], "nbo_charge": [-0.32, -0.07, -0.19, -0.23, -0.20, -0.19, 0.01, -0.40, -0.15, 0.06, -0.67, 0.19, 0.21, 0.21, 0.22, 0.22, 0.21, 0.24, 0.18, 0.22, 0.23, 0.22]}

***

What is the formula in the third record? C9H11NO

***

Please write out number 1 again, unchanged.
{"formula": "C21H21ClF3N3O2", "method": "the ωB97M-V functional and the def2-TZVPD basis", "de_lowest_kcal_mol": 2.99, "smiles": "O=C(CCNC(=O)c1ccccc1Cl)Nc1cc(C(F)(F)F)ccc1N1CCCC1", "species": ["O", "C", "C", "C", "N", "C", "O", "C", "C", "C", "C", "C", "C", "Cl", "N", "C", "C", "C", "C", "F", "F", "F", "C", "C", "C", "N", "C", "C", "C", "C", "H", "H", "H", "H", "H", "H", "H", "H", "H", "H", "H", "H", "H", "H", "H", "H", "H", "H", "H", "H", "H"], "coordinates": [[1.06, -0.04, 3.37], [0.23, 0.49, 2.66], [-1.15, 0.85, 3.21], [-2.33, 0.61, 2.26], [-2.26, -0.69, 1.62], [-2.01, -0.82, 0.29], [-1.86, 0.14, -0.44], [-1.99, -2.24, -0.17], [-3.02, -3.11, 0.21], [-3.04, -4.42, -0.24], [-2.03, -4.88, -1.06], [-1.00, -4.04, -1.44], [-0.99, -2.72, -1.01], [0.31, -1.69, -1.49], [0.43, 0.84, 1.36], [1.53, 0.56, 0.55], [2.49, -0.38, 0.88], [3.46, -0.73, -0.05], [4.48, -1.76, 0.33], [5.31, -1.33, 1.30], [5.26, -2.15, -0.69], [3.91, -2.88, 0.82], [3.47, -0.15, -1.31], [2.53, 0.81, -1.63], [1.57, 1.21, -0.70], [0.59, 2.15, -0.99], [0.20, 2.44, -2.35], [-1.07, 3.26, -2.12], [-0.74, 4.08, -0.86], [0.50, 3.40, -0.26], [-1.28, 0.27, 4.12], [-1.13, 1.91, 3.49], [-3.26, 0.68, 2.82], [-2.36, 1.34, 1.45], [-2.27, -1.51, 2.21], [-3.82, -2.74, 0.84], [-3.84, -5.07, 0.06], [-2.03, -5.90, -1.40], [-0.21, -4.39, -2.08], [-0.35, 1.20, 0.82], [2.46, -0.87, 1.84], [4.22, -0.44, -2.04], [2.55, 1.26, -2.61], [0.96, 3.04, -2.89], [0.02, 1.52, -2.90], [-1.89, 2.58, -1.92], [-1.32, 3.88, -2.97], [-1.58, 4.08, -0.16], [-0.52, 5.12, -1.11], [1.40, 4.01, -0.44], [0.42, 3.23, 0.82]], "nbo_charge": [-0.61, 0.69, -0.51, -0.23, -0.62, 0.67, -0.63, -0.11, -0.19, -0.22, -0.18, -0.23, -0.02, 0.04, -0.66, 0.20, -0.21, -0.16, 0.98, -0.33, -0.33, -0.33, -0.18, -0.26, 0.17, -0.45, -0.21, -0.40, -0.41, -0.21, 0.23, 0.23, 0.21, 0.23, 0.40, 0.22, 0.22, 0.22, 0.23, 0.44, 0.26, 0.23, 0.22, 0.16, 0.22, 0.22, 0.21, 0.21, 0.21, 0.17, 0.20]}